Record 1
8
Properties=species:S:1:pos:R:3:lowdin_charge:R:1 method="wB97M-V/def2-TZVPD" lumo_ev=3.70 homo_lumo_gap_ev=9.50 total_charge=-1 e_above_lowest_kj_mol=206.9 homo_energy_ev=-5.80
O -1.051 -1.626 0.441 -0.367
O 1.008 -0.519 -0.352 -0.372
F 0.956 -1.761 1.778 -0.413
N -0.891 0.536 -0.797 0.163
N -0.309 1.249 -1.401 -0.242
O 0.268 2.148 -1.858 0.109
S -0.008 -0.613 0.664 0.476
O 0.027 0.587 1.525 -0.355

---

Record 2
22
Properties=species:S:1:pos:R:3:lowdin_charge:R:1 method="wB97M-V/def2-TZVPD" lumo_ev=-0.17 homo_lumo_gap_ev=8.89 total_charge=0 e_above_lowest_kj_mol=0.0 smiles="[H]/N=C(/N)SN=C.COC(=O)C(=O)S" homo_energy_ev=-9.06
H -3.157 -0.120 -5.088 0.068
H 4.397 -0.083 0.860 0.100
H -0.534 1.567 0.191 0.078
C -2.163 0.654 -0.630 -0.781
N -2.539 0.193 -3.191 -0.373
C 4.126 -1.026 1.335 -0.024
S -0.308 0.820 2.909 0.911
C -2.302 -0.032 -4.420 -0.152
H -3.844 0.258 -1.364 0.019
N -3.416 0.566 -0.494 0.088
O 2.700 -1.172 1.363 -0.008
H 4.494 -1.870 0.757 0.097
C 0.539 -0.458 2.010 -0.663
O 0.020 -1.385 1.456 0.071
N -1.307 0.953 0.413 -0.047
S -1.219 0.321 -2.130 0.921
C 2.060 -0.225 2.030 -0.510
H 4.526 -1.045 2.351 0.101
H -1.814 1.238 1.242 0.016
H -1.304 -0.146 -4.855 0.063
H -1.516 0.278 2.662 -0.075
O 2.561 0.715 2.594 0.097

---

Record 3
77
Properties=species:S:1:pos:R:3:mulliken_spin:R:1 method="wB97M-V/def2-TZVPD" lumo_ev="-1.02 / -1.26" homo_lumo_gap_ev="7.03 / 6.79" total_charge=0 e_above_lowest_kj_mol=97.8 spin_multiplicity=4 homo_energy_ev="-8.05 / -8.04"
H 2.434 2.004 -1.922 0.002
C -0.991 0.449 -2.135 0.010
H -0.372 -5.731 0.937 0.000
C -1.812 -1.262 -3.580 0.010
C -1.178 4.170 -1.613 0.007
O -2.688 -2.944 -4.942 0.001
H 4.890 -0.202 1.595 0.001
H -5.224 5.987 0.725 0.000
C -2.306 1.836 1.890 0.013
O 4.034 -0.476 -2.471 -0.002
C 2.116 -4.354 -4.041 0.000
C 0.395 -3.970 1.896 -0.002
S 2.582 1.147 1.576 0.002
C -4.028 1.966 0.175 0.000
H -2.257 3.425 3.358 0.000
C 2.287 -5.262 -3.000 0.000
C 2.541 -4.769 -1.721 0.000
H -0.970 -4.522 -1.154 0.000
H 4.571 1.360 -1.381 0.000
O -5.441 3.961 0.365 0.000
C -1.640 0.087 -3.292 -0.006
C -0.764 1.832 -1.645 0.008
C 2.226 -6.746 -3.254 0.000
N -0.041 1.917 -0.512 -0.081
N 0.330 -1.987 0.604 -0.082
C 3.883 1.127 0.478 -0.013
H 1.760 -6.969 -4.213 0.000
C -3.799 3.662 1.872 0.001
C -1.340 -2.210 -2.677 -0.007
H 1.659 -7.257 -2.474 0.000
C -5.436 5.071 1.274 0.000
C -0.712 -1.787 -1.531 0.015
O -0.750 1.379 3.620 0.003
O -4.403 4.836 2.235 0.000
O -2.929 -0.774 -5.576 0.001
N 4.967 0.405 0.799 0.001
H 2.669 -5.464 -0.898 0.000
H 2.043 -2.287 -4.632 0.000
O 1.727 -0.125 -3.213 0.004
H -2.030 0.798 -4.009 0.000
N 2.879 2.521 -1.167 0.005
H -1.507 -3.252 -2.918 0.000
C -0.260 -2.651 -0.403 0.021
H -1.893 2.837 -3.153 0.000
C 0.089 3.095 0.095 0.022
H 0.643 -4.451 2.831 0.000
C -1.326 2.941 -2.238 0.001
C -4.423 3.143 0.753 0.000
H 5.710 0.243 0.139 -0.001
C -1.128 1.140 2.499 -0.006
O 2.230 -0.562 -0.874 0.021
C -0.174 -4.670 0.845 0.004
S 2.631 -0.789 -2.305 0.009
Cr 0.597 0.058 0.220 3.110
H 3.229 -7.177 -3.263 0.000
C -2.938 1.316 0.770 0.009
H 0.673 3.104 1.005 -0.006
H -6.397 5.125 1.781 0.000
N -0.535 -0.480 -1.292 -0.122
C -2.745 3.037 2.474 0.000
O -0.521 0.274 1.704 0.036
N 3.970 1.786 -0.683 -0.002
H -2.584 0.383 0.353 -0.001
C -0.477 4.247 -0.423 -0.006
H 3.230 3.396 -1.533 0.000
C 2.623 -3.408 -1.481 -0.002
C -0.511 -4.005 -0.323 -0.002
H -1.628 5.054 -2.046 0.000
C 2.199 -2.988 -3.822 0.000
C 2.445 -2.521 -2.538 0.003
H 2.828 -3.030 -0.487 0.000
H -0.358 5.182 0.106 0.000
H 1.910 -4.719 -5.040 0.000
H -4.533 1.563 -0.692 0.000
H 1.085 -2.013 2.515 0.004
C -2.559 -1.712 -4.854 0.002
C 0.636 -2.617 1.736 0.013

---

Record 4
7
Properties=species:S:1:pos:R:3:lowdin_charge:R:1 method="wB97M-V/def2-TZVPD" lumo_ev=0.03 homo_lumo_gap_ev=11.73 total_charge=0 e_above_lowest_kj_mol=95.1 smiles=N#CC(O)(Cl)Cl homo_energy_ev=-11.70
C -2.402 0.061 1.046 -0.341
N -3.148 0.052 1.926 0.221
Cl -1.693 1.408 -1.114 0.603
H 0.279 0.706 1.094 0.113
Cl -1.646 -1.539 -0.875 0.670
C -1.454 -0.003 0.051 -1.133
O 0.016 0.009 0.447 -0.134

---

Record 5
16
Properties=species:S:1:pos:R:3:mulliken_spin:R:1 method="wB97M-V/def2-TZVPD" lumo_ev="4.30 / 4.52" homo_lumo_gap_ev="2.79 / 12.09" total_charge=-1 e_above_lowest_kj_mol=61.2 spin_multiplicity=2 homo_energy_ev="1.51 / -7.57"
H -1.334 1.151 0.984 -0.012
H -0.684 0.484 -2.157 -0.366
H 0.745 -0.195 1.449 0.009
H -0.213 -0.266 -0.775 0.162
H -1.743 0.963 2.852 -0.432
H 0.210 -0.418 3.232 -0.241
H 0.740 1.146 2.526 -0.300
H -1.735 -0.381 1.563 -0.414
C 0.165 0.206 2.338 0.734
H 1.479 -0.463 -3.344 -0.370
C 0.256 0.188 -1.675 1.651
C 0.908 -0.886 -2.523 0.609
H 1.579 -1.588 -2.064 -0.354
H 0.741 1.050 -1.264 -0.584
C -1.261 0.539 1.945 1.046
H 0.147 -1.530 -3.088 -0.138

---

Record 6
11
Properties=species:S:1:pos:R:3:lowdin_charge:R:1 method="wB97M-V/def2-TZVPD" lumo_ev=0.75 homo_lumo_gap_ev=9.24 total_charge=0 e_above_lowest_kj_mol=236.0 smiles=CC#CS.C#N homo_energy_ev=-8.48
C -1.749 -0.932 -0.001 -0.112
H -0.342 2.226 -0.010 0.061
H -2.128 -1.686 -0.690 0.080
H -2.123 0.043 -0.315 0.069
H -2.121 -1.151 1.001 0.078
C 0.710 2.127 -0.005 -0.040
C -0.300 -0.945 -0.008 -0.190
H 2.709 0.311 0.023 -0.188
S 2.597 -1.027 0.002 0.751
N 1.845 2.021 0.003 0.056
C 0.903 -0.987 0.000 -0.565

---

Record 7
9
Properties=species:S:1:pos:R:3:mulliken_spin:R:1 method="wB97M-V/def2-TZVPD" lumo_ev="-6.42 / -7.05" homo_lumo_gap_ev="7.22 / 6.97" total_charge=+1 e_above_lowest_kj_mol=46.2 spin_multiplicity=3 homo_energy_ev="-13.64 / -14.01"
O 1.210 -0.830 1.660 0.034
O -0.120 0.528 -1.068 0.005
P 2.577 -0.268 1.809 1.481
H -1.811 1.008 -1.979 0.000
H -0.133 1.742 -2.576 0.000
C -0.703 1.101 -1.936 0.002
H -0.656 -0.224 0.997 0.042
H -0.371 -1.990 1.666 0.024
C 0.007 -1.067 1.426 0.411

---

Record 8
13
Properties=species:S:1:pos:R:3:lowdin_charge:R:1 method="wB97M-V/def2-TZVPD" lumo_ev=-0.70 homo_lumo_gap_ev=8.03 total_charge=0 e_above_lowest_kj_mol=135.2 homo_energy_ev=-8.73
H 1.086 -2.029 0.003 0.110
H -0.122 3.313 -0.018 0.113
H -1.980 1.509 -0.889 0.122
C 1.442 -1.014 0.006 -0.073
C 0.618 0.041 -0.008 -0.258
C -0.840 -0.057 -0.009 -0.723
F 2.767 -0.873 0.000 0.054
H -1.965 1.512 0.901 0.119
C -1.368 1.373 0.005 -0.190
S -1.761 -1.397 0.001 0.722
C -0.125 2.216 0.005 -0.070
H 1.995 1.815 0.007 0.110
C 0.983 1.456 -0.003 -0.036

---

For the records above, the corresponding max |F| values read 6.8, 1.4, 1.1, 6.2, 2.9, 0.7, 5.5, 0.8 eV/A.